39
Properties=species:S:1:pos:R:3 method="wB97M-V/def2-TZVPD" charge=-2 gap_ev="3.85 / 3.20" s2=0.76 e_lumo_ev="3.6 / 3.0" spin_multiplicity=2
Ag 0.36154 -0.39985 0.44269
C -3.37066 -2.93877 0.27520
C -2.11400 -2.83901 0.94806
O -0.94703 -2.62527 0.23027
H -3.56660 -2.08158 -0.36895
H -4.29744 -2.98136 0.84736
H -3.31887 -3.72706 -0.47581
H -2.04059 -3.76956 1.51089
H -2.25351 -2.02016 1.65384
C 4.46149 -1.36026 1.55464
C 3.80712 -1.24137 0.10684
O 2.49522 -1.74691 0.05731
H 4.19463 -0.48644 2.14904
H 5.51714 -1.49186 1.31715
H 4.29862 -2.28500 2.10821
H 4.48737 -1.64935 -0.64077
H 3.79917 -0.18894 -0.17676
C -1.04782 2.55207 -2.97701
C -0.51084 1.54960 -2.05873
C 0.06227 0.19340 -2.72198
O 0.38893 -0.84818 -2.08711
C 0.11850 0.12775 -4.22186
C -0.42888 1.13385 -4.97399
C -1.04461 2.36937 -4.32256
O -1.40097 3.39357 -5.02307
O -0.26629 1.01938 -6.23117
O -0.36382 1.61046 -0.86356
H -1.47102 3.41329 -2.48144
H 0.78557 -0.65727 -4.54614
C -0.99973 0.69697 3.87321
S 0.43261 1.65251 3.22212
O 1.09089 0.87262 2.16439
C -0.52129 3.11363 2.50395
H -1.88293 1.30724 4.06197
H -0.85715 0.15798 4.80983
H -1.37171 -0.06742 3.19098
H -1.25529 3.47032 3.22653
H -1.10188 2.81323 1.63173
H 0.13173 3.95837 2.28468


60
Properties=species:S:1:pos:R:3 method="wB97M-V/def2-TZVPD" charge=+4 gap_ev=1.99 e_lumo_ev=-14.0
Ca -3.75191 3.07244 -1.67489
Ca -5.18629 -0.55976 2.18945
Ca 1.20014 -0.99596 -6.21163
Ca -4.36970 -2.89148 -5.90318
As -0.84326 -1.38901 -1.07410
F 0.25832 -1.18995 -2.46599
F 0.46182 -0.67909 -0.04609
F -2.07333 -1.25159 0.28536
F -1.94345 -2.14991 -2.29787
F -0.23796 -2.98642 -0.62486
F -1.43763 0.29692 -1.42503
C -3.68801 4.48662 2.27544
O -3.72106 5.44200 1.17663
O -3.74708 3.21873 1.56047
C -2.58844 4.80899 3.38330
F -2.23955 3.69268 4.02100
F -1.45555 5.15650 2.93833
F -2.88834 5.70980 4.33876
C -3.99959 6.79648 1.49990
C -2.85711 7.55535 0.96979
H -2.00911 7.44282 1.64532
H -2.57527 7.42521 -0.07506
H -2.87763 8.64489 0.99395
H -4.30931 7.10776 2.49753
H -4.88139 6.98321 0.88698
H -4.64884 4.71585 2.73628
N -6.01582 -1.42701 -1.79612
O -6.15812 -1.88443 -0.67267
O -6.27816 -2.03787 -2.80493
O -5.50539 -0.29719 -1.92596
N -2.22190 1.50274 -5.39228
O -1.06992 1.74222 -5.41496
O -3.03448 2.30387 -5.03733
O -2.50291 0.32191 -5.61373
C 1.55804 -0.21707 6.80767
C 1.45785 -1.33774 5.72364
C 0.94257 -2.72703 6.18528
O -0.46665 -2.62844 5.94902
C -0.72721 -1.56542 5.15164
O -1.85363 -1.15305 4.78726
O 0.46964 -0.95273 4.84320
H 2.19360 0.59011 6.44350
H 2.10072 -0.70362 7.61816
H 0.67489 0.28093 7.20784
H 2.43806 -1.43183 5.25627
H 1.08139 -2.80668 7.26347
H 1.34363 -3.59992 5.67020
C 8.17290 -4.94947 -5.55848
C 6.73467 -5.07412 -5.12653
C 6.47606 -5.04622 -3.58467
O 5.50624 -4.00099 -3.46567
C 5.30077 -3.40426 -4.58947
O 4.51094 -2.45026 -4.77208
O 6.03930 -3.94646 -5.55124
H 8.77412 -5.83979 -5.37419
H 8.66415 -4.03131 -5.23637
H 8.16567 -4.78821 -6.63646
H 6.30707 -5.96559 -5.58536
H 7.41172 -4.98717 -3.02865
H 5.91997 -5.95118 -3.33988


45
Properties=species:S:1:pos:R:3 method="wB97M-V/def2-TZVPD" charge=+3 gap_ev=1.58 e_lumo_ev=-14.7
Ca 5.13526 -1.29967 -0.62295
Ca 4.37427 1.60700 2.78067
N 2.02392 -0.14069 0.72933
O 2.76405 -0.91354 0.07966
O 2.55060 0.60380 1.52331
O 0.82368 -0.40005 0.70178
C 0.59171 -3.18391 -1.18224
C -0.23255 -4.16422 -0.23887
C 0.29572 -4.36476 1.08856
O -0.88502 -4.50491 1.78608
C -1.88662 -3.91327 1.14147
O -2.92408 -3.69303 1.79444
O -1.57093 -3.79314 -0.16301
H 0.43033 -2.14484 -0.89521
H 0.25738 -3.18642 -2.21969
H 1.58894 -3.59329 -1.02088
H -0.29149 -5.07658 -0.83235
H 0.85912 -3.45760 1.30709
H 0.90104 -5.26967 1.14162
C 1.68929 1.26230 -2.67467
C 0.48324 2.23128 -2.74171
C 0.72839 3.69877 -2.43318
O 0.43171 4.36289 -3.70813
C 0.00220 3.44633 -4.62675
O -0.31127 3.77424 -5.74915
O 0.00296 2.26084 -4.12642
H 2.46575 1.77860 -3.23916
H 1.63479 0.33735 -3.24878
H 2.18142 1.06904 -1.72149
H -0.26660 1.75801 -2.10780
H 1.79903 3.78113 -2.24597
H 0.02981 3.93374 -1.63014
C -0.59359 0.99819 3.49411
C -1.75201 1.74393 2.75442
C -2.10645 1.13269 1.33672
O -3.43325 1.41831 1.34999
C -3.92458 1.73262 2.58785
O -5.09603 1.69649 2.93918
O -2.85820 1.78523 3.51683
H -0.57752 1.16832 4.57063
H 0.39262 1.26901 3.11710
H -0.57616 -0.07523 3.30548
H -1.44495 2.78976 2.74884
H -2.06254 0.05003 1.21839
H -1.64321 1.48479 0.41501


54
Properties=species:S:1:pos:R:3 method="wB97M-V/def2-TZVPD" smiles=ClC(Cl)Cl.ClC(Cl)Cl.ClC(Cl)Cl.ClC(Cl)Cl.ClC(Cl)Cl.ClC(Cl)Cl.ClCCCl.ClCCCl.ClCCCl gap_ev=10.65 e_lumo_ev=0.1
Cl -2.72104 17.20778 -8.49796
C -3.23325 16.97892 -6.80859
C -4.37260 17.93165 -6.45821
Cl -3.70116 19.53554 -6.00346
H -2.39819 17.22960 -6.16131
H -3.53672 15.95187 -6.62252
H -4.92616 17.61718 -5.57701
H -5.04792 18.03024 -7.30388
Cl -7.00215 9.36038 -3.35102
C -6.14931 10.04785 -1.92548
C -7.16067 10.75776 -1.05319
Cl -6.36447 11.60794 0.28803
H -5.30206 10.64975 -2.23363
H -5.77802 9.22950 -1.30530
H -7.89866 10.07871 -0.63703
H -7.69194 11.52946 -1.61215
Cl -2.69825 15.62551 -3.60627
C -1.56218 14.29302 -3.27440
C -2.02158 13.48193 -2.07696
Cl -3.65368 12.78580 -2.40039
H -0.56678 14.69653 -3.08086
H -1.41260 13.61427 -4.11268
H -1.97578 14.07338 -1.16529
H -1.36631 12.62275 -1.95769
C -3.57029 18.66566 -2.00797
Cl -4.64113 20.07650 -2.11446
Cl -3.36613 18.17240 -0.31479
Cl -2.06463 18.87296 -2.87566
H -4.16203 17.86260 -2.43455
C -2.45312 9.32828 -5.20965
Cl -3.00221 8.40939 -3.80498
Cl -2.34066 11.07538 -4.77719
Cl -3.56817 9.06623 -6.55762
H -1.48606 8.95054 -5.50997
C 0.79689 17.34609 0.51344
Cl 2.47429 16.71596 0.54917
Cl 0.02134 16.88314 -0.98573
Cl 0.82120 19.10657 0.71125
H 0.20486 16.95558 1.33081
C -1.42951 9.47479 -0.07979
Cl -0.41336 10.01411 -1.44993
Cl -1.45348 7.71010 0.08587
Cl -3.06274 10.09387 -0.21567
H -0.95794 9.94629 0.77247
C 2.47034 13.09806 -0.54657
Cl 0.92203 13.78699 0.01651
Cl 2.38307 12.73793 -2.23307
Cl 2.89116 11.71193 0.48586
H 3.20236 13.88212 -0.39420
C -6.61401 14.88830 -2.09286
Cl -6.50691 16.12620 -3.35680
Cl -8.21377 14.75521 -1.40589
Cl -5.41739 15.20488 -0.81356
H -6.30867 13.94465 -2.52897


39
Properties=species:S:1:pos:R:3 method="wB97M-V/def2-TZVPD" charge=+2 gap_ev="6.44 / 6.27" s2=2.03 e_lumo_ev="-8.9 / -9.1" spin_multiplicity=3
C -1.52979 -1.56977 -3.05121
C -0.75779 -0.97075 -1.92731
H -1.00917 -1.40589 -3.99681
H -2.43764 -0.98175 -3.00558
H -1.78697 -2.62217 -2.91549
O 0.37406 -0.50184 -1.94823
Cl -1.61414 -1.09277 -0.41660
V 0.80830 -0.48027 0.98188
P 1.15845 -2.76181 0.16154
C 2.93465 -3.12157 -0.09788
C 0.70741 -3.72111 1.64580
H -0.69583 -3.86428 -1.02698
H 0.75520 -4.88106 -0.96259
H 0.66534 -3.54479 -2.12705
C 0.39302 -3.86189 -1.11773
H -0.33087 -3.49041 1.92129
H 0.80596 -4.79389 1.42582
H 3.09479 -4.20144 -0.15550
H 3.50021 -2.69618 0.73276
H 1.36351 -3.42723 2.47146
H 3.26330 -2.65305 -1.02959
C 2.38050 0.00967 0.20662
O 3.39683 0.34591 -0.27979
Cl 0.86836 -0.52648 3.14125
N -2.27500 5.91557 1.67592
C -1.41535 5.52451 0.66624
O -0.94433 6.33871 -0.11374
C -1.10146 4.06278 0.56075
C -1.66583 3.06762 1.36621
C -1.18458 1.75163 1.32710
N -0.11551 1.39452 0.54574
C 0.30657 2.31945 -0.36508
C -0.15105 3.63859 -0.36763
H -2.40579 6.91924 1.82349
H -2.50941 5.31680 2.45592
H -2.48278 3.27537 2.05586
H -1.65331 0.96961 1.93937
H 1.01942 1.98865 -1.11700
H 0.27075 4.33179 -1.08325


35
Properties=species:S:1:pos:R:3 method="wB97M-V/def2-TZVPD" charge=-1 gap_ev="5.21 / 5.20" e_above_lowest_kcal_mol=0.00 s2=2.00 e_lumo_ev="2.7 / 2.7" spin_multiplicity=3
Pr 0.98819 -0.27474 0.26334
Cl 0.54772 -2.85899 -0.18969
Cl 1.71608 2.10827 1.09676
C 2.24780 -0.01521 -1.57937
H 2.84754 0.89225 -1.73686
H 2.67363 -0.91957 -2.02161
C -0.41433 0.53847 -1.49623
C 0.79082 0.29068 -2.24401
H -0.28668 1.34300 -0.69801
C 0.60326 -0.66334 -3.48354
H 0.99279 1.28837 -2.66903
C -0.55716 -0.20826 -4.36883
H 1.54713 -0.64328 -4.04087
H 0.43779 -1.69802 -3.13930
C -1.83786 -0.08590 -3.56378
H -0.28866 0.75187 -4.83107
H -0.69809 -0.92415 -5.18026
C -1.64530 0.78948 -2.32160
H -2.61002 0.35476 -4.19517
H -2.21674 -1.07861 -3.28911
H -1.55336 1.83732 -2.65441
H -2.56095 0.71610 -1.71860
N 0.28184 -2.28525 3.07985
C -0.39257 -1.15840 3.42503
C -0.86657 -0.97798 4.75211
C -1.55191 0.17865 5.08191
C -1.74747 1.15044 4.08584
C -1.22938 0.91685 2.80842
N -0.55533 -0.20817 2.47165
H 0.28672 -2.63105 2.10996
H 0.43078 -2.97380 3.80660
H -0.67315 -1.78376 5.45573
H -1.93246 0.32955 6.08936
H -2.28906 2.06447 4.28549
H -1.33384 1.65096 2.00682


no.,DFT total energy (hartree)
1,-1539.62239
2,-7474.16621
3,-2779.54795
4,-11512.62614
5,-3008.50423
6,-2015.06270